No. 1
Below is a molecular structure, C36H57MoN11O6PSe, with properties calculated with ωB97M-V with the def2-TZVPD basis set.

The geometry in XYZ format:
```
113
Properties=species:S:1:pos:R:3
Mo 0.175 0.371 -0.216
N -1.880 -0.217 -0.697
C -2.196 0.162 -2.084
C -1.735 1.606 -2.205
O -2.329 2.424 -2.869
N -0.687 1.893 -1.356
C -0.867 3.154 -0.650
C -0.710 2.868 0.836
O -0.458 3.714 1.657
O -0.794 1.574 1.137
H -2.438 0.313 -0.027
H -2.005 -1.198 -0.467
H -1.667 -0.499 -2.770
H -3.263 0.115 -2.300
H -0.190 3.962 -0.933
H -1.872 3.551 -0.829
N 1.735 1.609 0.998
C 3.031 0.984 1.289
C 3.661 1.630 2.532
C 5.074 1.204 2.940
C 6.089 1.181 1.799
N 5.891 -0.051 1.049
C 6.581 -0.446 0.006
N 7.537 0.319 -0.535
N 6.344 -1.662 -0.509
C 2.767 -0.529 1.350
O 3.689 -1.301 1.676
O 1.612 -0.894 1.017
H 1.859 2.586 0.735
H 1.173 1.642 1.853
H 3.684 1.154 0.426
H 2.987 1.481 3.381
H 3.671 2.709 2.345
H 5.063 0.221 3.411
H 5.423 1.906 3.699
H 7.106 1.210 2.197
H 5.952 2.055 1.149
H 5.066 -0.634 1.350
H 7.710 1.244 -0.185
H 8.123 -0.026 -1.273
H 5.601 -2.210 -0.104
H 6.617 -1.876 -1.453
N 0.274 -1.392 -1.365
C -0.047 -2.487 -1.673
N -0.358 -3.577 -2.191
C -0.683 -4.706 -1.587
N -1.000 -5.711 -1.120
Se 2.856 -0.975 -1.934
N 1.990 0.547 -1.513
C 2.733 1.573 -1.924
C 2.414 2.957 -1.807
C 3.311 3.874 -2.248
C 4.564 3.501 -2.835
C 4.905 2.200 -2.978
C 3.996 1.196 -2.517
N 4.231 -0.102 -2.588
H 1.455 3.252 -1.424
H 3.069 4.926 -2.180
H 5.224 4.282 -3.185
H 5.828 1.888 -3.446
O -1.002 -1.256 1.446
P -0.882 -2.050 2.731
C 0.529 -3.212 2.716
C 0.548 -4.250 3.875
C 0.685 -5.680 3.359
C 1.925 -5.828 2.481
C 1.977 -4.755 1.371
C 0.722 -3.887 1.353
C -0.484 -0.897 4.085
C -1.321 0.386 4.129
C -0.502 1.468 4.841
C 0.306 0.881 6.015
C -0.377 -0.372 6.558
C -0.369 -1.490 5.503
C -2.419 -2.974 3.054
C -2.662 -4.017 1.938
C -4.140 -4.381 1.858
C -4.980 -3.179 1.406
C -4.364 -1.855 1.877
C -3.641 -2.037 3.207
H 1.387 -2.541 2.837
H -0.336 -4.175 4.510
H 1.398 -4.034 4.527
H -0.208 -5.961 2.795
H 0.738 -6.369 4.204
H 1.946 -6.828 2.046
H 2.811 -5.750 3.116
H 2.093 -5.228 0.394
H 2.843 -4.101 1.513
H -0.137 -4.498 1.089
H 0.819 -3.110 0.597
H 0.525 -0.591 3.766
H -2.241 0.202 4.688
H -1.605 0.716 3.129
H -1.172 2.254 5.195
H 0.167 1.949 4.120
H 0.429 1.626 6.801
H 1.316 0.616 5.688
H -1.404 -0.124 6.835
H 0.108 -0.725 7.468
H -1.186 -2.189 5.701
H 0.558 -2.061 5.586
H -2.277 -3.511 3.994
H -2.065 -4.909 2.121
H -2.337 -3.625 0.969
H -4.472 -4.726 2.841
H -4.277 -5.222 1.177
H -5.994 -3.275 1.800
H -5.074 -3.177 0.318
H -5.132 -1.085 1.962
H -3.638 -1.491 1.145
H -4.332 -2.479 3.930
H -3.351 -1.072 3.620
```

Values from the calculation:
expectation value of S²	2.014
E	-5270.72651	hartree
spin multiplicity	3
ΔE to the lowest compared entry with this formula, charge and spin	1.686	eV
charge	+1
E_LUMO (spin up / spin down)	-4.2 / -4.3	eV
gap between HOMO and LUMO (spin up / spin down)	6.279 / 7.126	eV

No. 2
Below is a molecular structure, C35H62N4O18S, with properties calculated with ωB97M-V with the def2-TZVPD basis set.

The geometry in XYZ format:
```
120
Properties=species:S:1:pos:R:3
C -5.544 2.650 -0.222
C -5.174 2.571 -1.664
C -4.690 3.814 -2.334
N -5.322 1.471 -2.303
C -4.365 0.513 -2.423
C -3.139 0.585 -1.808
C -2.223 -0.465 -1.989
N -0.986 -0.527 -1.477
S -0.355 -1.908 -1.959
N -1.566 -2.537 -2.829
C -2.525 -1.620 -2.765
C -3.803 -1.674 -3.396
C -4.679 -0.643 -3.246
C -6.011 -0.668 -3.944
C -6.021 0.366 -5.100
N -4.735 0.397 -5.821
H -5.134 1.795 0.308
H -6.628 2.539 -0.192
H -5.283 3.600 0.231
H -4.682 3.616 -3.402
H -5.397 4.626 -2.172
H -3.686 4.072 -2.001
H -2.866 1.435 -1.202
H -4.070 -2.531 -3.994
H -6.790 -0.359 -3.251
H -6.177 -1.647 -4.378
H -6.236 1.355 -4.701
H -6.801 0.128 -5.817
H -4.141 1.132 -5.468
H -4.922 0.567 -6.797
C 2.102 -4.332 -0.614
C 2.506 -4.453 -2.065
O 3.670 -3.662 -2.346
C 4.829 -4.202 -1.980
O 4.983 -5.279 -1.466
O 5.800 -3.339 -2.281
C 7.106 -3.764 -1.889
H 1.983 -3.284 -0.336
H 1.162 -4.853 -0.433
H 2.861 -4.758 0.042
H 1.714 -4.065 -2.704
H 2.673 -5.492 -2.348
H 7.325 -4.758 -2.271
H 7.197 -3.750 -0.804
H 7.806 -3.052 -2.317
C 0.127 7.065 0.641
C 0.982 6.761 -0.571
O 1.366 5.378 -0.611
C 0.438 4.542 -1.064
O -0.666 4.847 -1.447
O 0.926 3.307 -1.026
C -0.018 2.301 -1.418
H 0.630 6.739 1.553
H -0.069 8.134 0.709
H -0.827 6.541 0.587
H 1.914 7.322 -0.523
H 0.478 7.038 -1.496
H -0.463 2.542 -2.381
H -0.788 2.202 -0.657
H 0.516 1.366 -1.502
C 2.560 -0.353 2.390
C 1.329 -1.226 2.506
O 1.626 -2.470 3.160
C 1.694 -2.411 4.485
O 1.511 -1.434 5.163
O 1.984 -3.631 4.940
C 2.137 -3.712 6.359
H 3.371 -0.902 1.908
H 2.340 0.539 1.803
H 2.913 -0.041 3.372
H 0.965 -1.494 1.516
H 0.520 -0.711 3.024
H 1.277 -3.297 6.879
H 3.047 -3.197 6.667
H 2.227 -4.764 6.612
C -2.226 -3.864 4.544
C -2.405 -2.383 4.804
O -2.902 -1.707 3.637
C -4.208 -1.819 3.416
O -5.001 -2.406 4.103
O -4.490 -1.166 2.286
C -5.857 -1.255 1.882
H -1.608 -4.022 3.659
H -1.751 -4.345 5.399
H -3.186 -4.347 4.366
H -1.441 -1.925 5.024
H -3.057 -2.201 5.657
H -6.524 -0.960 2.689
H -6.089 -2.268 1.556
H -5.980 -0.574 1.045
C 6.566 -5.562 4.578
C 6.010 -4.328 5.255
O 6.008 -4.471 6.685
C 7.180 -4.262 7.281
O 8.208 -3.951 6.740
O 7.017 -4.457 8.590
C 8.214 -4.321 9.357
H 6.036 -6.453 4.917
H 6.465 -5.480 3.496
H 7.620 -5.696 4.817
H 4.968 -4.186 4.972
H 6.555 -3.432 4.963
H 8.703 -3.371 9.154
H 8.893 -5.146 9.144
H 7.920 -4.359 10.402
C 0.423 7.515 -8.111
C -0.996 7.830 -7.689
O -1.665 6.667 -7.181
C -1.368 6.343 -5.924
O -0.624 6.943 -5.193
O -2.042 5.237 -5.613
C -1.773 4.737 -4.298
H 0.434 6.681 -8.814
H 0.880 8.383 -8.585
H 1.031 7.231 -7.253
H -1.581 8.151 -8.549
H -1.025 8.631 -6.951
H -1.907 5.508 -3.545
H -0.761 4.340 -4.248
H -2.479 3.931 -4.117
```

Values from the calculation:
E	-3342.39997	hartree
E_LUMO	-0.2	eV
gap between HOMO and LUMO	7.298	eV